Entry 1:
C44H52F11NO37 | ωB97M-V/def2-TZVPD

The energy comes out at -153609.477 eV. The orbital gap comes out at 0.2990 hartree. The spin multiplicity is 1. The value obtained for the HOMO energy is -8.246 eV. Its charge is 0.

Positions of all 145 atoms, in Å:
C 1.81073 -2.00468 3.11678
O 0.57967 -1.38746 2.75375
C 0.79904 -0.35459 1.77825
C 1.09612 0.99704 2.48046
C -0.17664 1.81520 2.87517
C -1.52040 1.05267 2.72713
C -1.88935 0.21324 3.99260
O -0.88894 0.02512 4.99593
C -1.52300 -0.85516 5.85345
O -1.56150 -0.82123 6.99631
O -2.12556 -1.78870 5.04415
C -2.47263 -1.20508 3.75863
N -3.86660 -1.13271 3.42647
C -3.99735 -1.20417 2.13836
C -3.56892 -2.51199 1.42537
C -4.54928 -0.02676 1.34020
H 1.74585 -2.28525 4.18574
H 2.68128 -1.32735 3.02109
H 1.92419 -2.89319 2.45759
H 0.00514 -0.30683 1.01594
H 1.72442 -0.64348 1.22853
H 1.67666 1.61198 1.75684
H 1.79151 0.84352 3.32744
H -0.22078 2.77178 2.33534
H -0.07950 2.08333 3.94776
H -2.31619 1.82163 2.66949
H -1.62448 0.47194 1.79435
H -2.64156 0.87132 4.51757
H -1.77028 -1.61364 2.99562
H -2.78862 -3.03858 2.00408
H -4.44803 -3.16689 1.32754
H -3.10644 -2.25690 0.45214
H -4.99014 -0.43075 0.40934
H -3.79057 0.73740 1.11110
H -5.34476 0.46921 1.93317
O -1.82935 3.44236 0.63384
C -1.18809 4.29419 0.11190
O -0.92750 5.50510 0.66680
C -0.02115 6.18263 -0.20697
C -0.28044 5.49825 -1.52047
F 0.84075 5.44867 -2.27915
O -0.62534 4.18312 -1.12580
H 1.00244 6.03493 0.14406
H -0.23223 7.24992 -0.24056
H -1.09712 5.93090 -2.10299
O -5.31071 -2.39552 -1.05011
C -4.84350 -1.97371 -2.05953
O -4.92876 -2.59500 -3.26213
C -4.36202 -1.71357 -4.23431
C -3.45959 -0.85195 -3.39476
F -3.37604 0.40965 -3.90210
O -4.14630 -0.80406 -2.15026
H -5.16085 -1.14043 -4.71131
H -3.82047 -2.26683 -4.99917
H -2.44641 -1.24568 -3.23799
O -0.75889 -1.63064 -3.76480
C -0.51026 -2.78579 -3.60480
O -1.41884 -3.69355 -3.17923
C -0.78665 -4.97267 -3.22268
C 0.66888 -4.60800 -3.14282
F 1.43615 -5.48946 -3.82673
O 0.70923 -3.34831 -3.80374
H -1.04026 -5.47368 -4.15887
H -1.10927 -5.59497 -2.39260
H 1.05589 -4.49824 -2.12736
O 4.27757 -0.75059 1.90587
C 5.22455 -1.10387 2.52934
O 5.83780 -0.35697 3.47882
C 6.83676 -1.17976 4.08520
C 7.10008 -2.19899 3.01175
F 7.43511 -3.39916 3.54013
O 5.83825 -2.31498 2.37528
H 6.43492 -1.62817 4.99566
H 7.72153 -0.59976 4.33931
H 7.85296 -1.89967 2.27924
O -3.09423 -8.28520 -2.68623
C -3.29953 -7.70705 -1.67108
O -3.24168 -6.35483 -1.53513
C -3.67612 -6.04445 -0.21100
C -3.40963 -7.32987 0.51838
F -4.31025 -7.52810 1.51341
O -3.61396 -8.30970 -0.48769
H -4.73696 -5.78541 -0.22788
H -3.11667 -5.20594 0.19508
H -2.39952 -7.42270 0.91740
O -5.35523 5.27029 6.85751
C -5.31456 4.12973 6.53925
O -4.75683 3.14087 7.29115
C -5.02975 1.90298 6.63068
C -5.25023 2.34867 5.21371
F -6.14914 1.55372 4.58408
O -5.81457 3.63724 5.36530
H -5.91964 1.44496 7.06644
H -4.19469 1.21095 6.72876
H -4.33771 2.41803 4.61683
O -4.05822 5.46629 -6.27551
C -4.66783 4.57270 -5.79268
O -5.47012 4.69320 -4.69847
C -6.12523 3.43799 -4.51604
C -5.19084 2.49047 -5.21524
F -5.86718 1.44948 -5.76799
O -4.65182 3.28746 -6.25454
H -7.11202 3.47082 -4.98263
H -6.24336 3.20646 -3.45905
H -4.38545 2.11192 -4.59048
O 3.45645 5.33252 -0.04350
C 3.97990 5.63677 -1.06472
O 3.78970 4.99655 -2.24460
C 4.48117 5.74678 -3.24503
C 5.51334 6.47814 -2.43674
F 5.80079 7.69198 -2.97960
O 4.85855 6.67631 -1.19875
H 3.78058 6.42230 -3.73997
H 4.92399 5.09167 -3.99234
H 6.43982 5.92233 -2.27739
O -0.95527 -4.65739 0.72675
C -0.49741 -5.16927 1.69701
O 0.01162 -4.48653 2.74890
C 0.33185 -5.44339 3.76097
C 0.50207 -6.70389 2.95929
F 0.12912 -7.79499 3.66778
O -0.41097 -6.51779 1.88950
H -0.49335 -5.50967 4.47256
H 1.23606 -5.16105 4.29610
H 1.50713 -6.85386 2.55963
O 6.29286 5.74336 -6.10321
C 7.08624 6.62380 -6.04435
O 8.32122 6.50699 -5.48705
C 9.01126 7.73321 -5.73323
C 7.87612 8.69835 -5.93683
F 8.21024 9.67452 -6.81422
O 6.87351 7.88418 -6.51761
H 9.63320 7.62818 -6.62418
H 9.64538 8.00266 -4.89088
H 7.49454 9.14788 -5.01756
O 2.01839 -5.39627 -1.06591
C 2.94558 -4.65221 -1.04519
O 4.17639 -4.97310 -0.56244
C 5.03927 -3.86631 -0.83852
C 4.06222 -2.73290 -0.96476
F 4.49584 -1.80594 -1.85325
O 2.90926 -3.36772 -1.49371
H 5.58497 -4.05213 -1.76595
H 5.75484 -3.71477 -0.03301
H 3.81056 -2.24595 -0.02008

Results of the Löwdin charge analysis, in e, for atoms 1 through 5: -0.10, -0.21, -0.20, -0.13, -0.15

---

Entry 2:
H10O5 | ωB97M-V/def2-TZVPD

The energy comes out at -10399.761 eV. The orbital gap comes out at 0.3965 hartree. The spin multiplicity is 1. The value obtained for the HOMO energy is -10.684 eV. Its charge is 0.

Positions of all 15 atoms, in Å:
O -6.20475 -4.29141 0.00619
H -5.45570 -4.89594 0.02994
H -6.99927 -4.83019 -0.00731
O -10.73957 -5.48472 -2.58844
H -11.39904 -4.81791 -2.78091
H -10.02010 -5.33243 -3.19968
O -10.86684 -2.58336 0.81299
H -10.14780 -2.90557 1.36681
H -10.73189 -3.16485 0.06969
O -7.03593 -1.63730 -1.33181
H -7.72778 -2.28476 -1.16791
H -6.41709 -2.02828 -0.64851
O -9.10808 -4.52766 -0.34645
H -9.63451 -4.92444 -1.07851
H -9.34377 -4.96875 0.49615

Results of the Löwdin charge analysis, in e, for atoms 1 through 5: -0.05, 0.04, 0.00, -0.03, 0.06